59
Properties=species:S:1:pos:R:3:forces:R:3 method="wB97M-V/def2-TZVPD" fmax_ev_per_a=1.20 lumo_ev=-10.474 charge=+3 orbital_gap_ev=6.50 de_lowest_kcal_mol=20.5 homo_ha=-0.624
Ir -0.080 -0.050 0.041 -0.0026 -0.0130 0.7833
Br 2.252 -1.084 0.649 0.0655 0.2791 -0.0466
O 2.205 -0.400 5.823 0.0137 -0.0280 -0.0379
N -1.685 1.130 0.113 0.5261 0.6157 -0.1815
N -1.641 -1.367 0.046 0.9739 0.5523 -0.4331
N 0.296 -0.104 2.210 -0.1833 -0.2573 -0.1073
N 2.349 2.779 -2.445 0.0019 -0.0446 -0.0961
N -2.778 -0.881 -0.036 -0.5880 -0.0139 -0.0194
C -4.056 2.544 -0.019 0.0512 -0.0679 -0.0202
C -0.351 0.264 3.333 0.0476 -0.0230 -0.0449
C 0.004 1.290 -4.162 0.1204 0.0417 0.0190
C -0.529 -1.032 -4.078 0.2265 -0.0220 0.0010
C -2.853 0.496 -0.026 -0.0505 -0.3354 -0.1804
C -4.056 1.160 -0.126 -0.2915 0.0620 0.0471
C 1.539 -0.301 4.695 -0.0436 0.0297 0.0186
C 2.756 2.773 -3.889 0.0998 0.0652 -0.1315
C -1.682 2.459 0.264 -0.0076 0.1433 0.0528
C 0.305 1.305 -2.795 -0.2142 0.0406 0.1816
C 0.225 0.176 4.577 -0.0118 0.0365 0.0615
C 0.849 2.591 -2.232 -0.2039 -0.1279 -0.0612
C -0.306 -3.413 0.089 -0.0596 0.0952 -0.0100
C 3.164 1.803 -1.676 0.0898 -0.1165 0.0238
C 0.069 0.152 -2.021 -0.5122 -0.8844 0.0200
C -2.638 -4.921 0.043 -0.0500 -0.0144 -0.0030
C -2.727 -3.546 0.058 -0.0990 0.1718 -0.0111
C -1.550 -2.787 0.070 0.0888 -0.2391 0.1189
C -1.395 -5.547 0.040 -0.0020 -0.0333 0.0030
C -0.230 -4.792 0.066 0.0215 -0.0139 0.0215
C 2.219 -0.706 3.529 0.1368 -0.0339 -0.0038
C -0.278 -1.022 -2.714 0.0043 0.2401 -0.1758
C -2.851 3.198 0.214 -0.0129 -0.1094 0.0441
C -0.421 0.145 -4.804 -0.0175 -0.0914 -0.0905
C 1.530 -0.581 2.367 0.0276 -0.0209 0.1087
H 0.375 3.449 -2.708 0.0505 0.0553 0.0359
H 4.217 2.060 -1.768 -0.0124 0.0423 -0.0238
H 2.876 1.834 -0.626 -0.0161 0.0538 -0.0058
H -0.725 2.927 0.452 -0.0002 -0.0061 -0.0370
H -4.960 0.583 -0.272 -0.0088 0.0389 0.0278
H 2.200 3.535 -4.428 -0.0486 -0.0004 0.0508
H -3.683 -3.045 0.061 -0.0233 -0.1230 -0.0236
H 0.099 2.205 -4.736 0.0375 -0.0157 0.0155
H -4.978 3.104 -0.098 -0.0108 -0.0268 0.0225
H 3.819 2.993 -3.949 -0.0002 0.0170 0.0694
H -0.807 -1.955 -4.570 -0.0210 0.0188 0.0048
H 3.232 -1.081 3.587 -0.0195 -0.0315 -0.0096
H 0.687 2.652 -1.156 0.1676 0.0977 0.0174
H 1.709 -0.109 6.603 -0.0295 -0.0084 -0.0070
H -0.334 0.476 5.454 -0.0067 0.0149 -0.0266
H 2.573 3.711 -2.093 -0.0363 0.0057 0.0458
H 0.734 -5.283 0.066 0.0042 0.0268 0.0143
H 2.998 0.810 -2.088 -0.0644 0.0151 -0.0194
H -0.641 0.162 -5.862 -0.0471 0.0205 0.0165
H 0.588 -2.823 0.119 0.0843 -0.0935 -0.0840
H -1.336 -6.627 0.023 -0.0054 0.0077 -0.0061
H -1.358 0.640 3.208 -0.0061 -0.0123 0.0184
H -3.543 -5.513 0.030 -0.0027 0.0102 0.0093
H -0.363 -1.964 -2.186 -0.1318 0.0321 0.0412
H 2.562 1.792 -4.312 -0.0277 -0.0189 0.0496
H -2.815 4.269 0.363 0.0292 -0.0032 -0.0471